{
  "formula": "C5H7NO",
  "method": "ωB97M-V/def2-TZVPD",
  "homo_energy_ev": -10.424,
  "e_above_lowest_ev": 0.751,
  "orbital_gap_ha": 0.411,
  "e_lumo_ha": 0.028,
  "total_energy_ha": -324.6969,
  "symbols": ["C", "C", "C", "C", "O", "C", "N", "H", "H", "H", "H", "H", "H", "H"],
  "positions_angstrom": [[-1.31032, -1.21897, 0.19229], [-0.46927, 0.05950, 0.26802], [0.89877, -0.08517, -0.41078], [1.92504, 0.86446, 0.15964], [1.72331, 1.55680, 1.12693], [-1.19553, 1.20228, -0.30553], [-1.76923, 2.09652, -0.76186], [-2.29947, -1.06587, 0.63030], [-0.81114, -2.01866, 0.74747], [-1.44296, -1.54948, -0.84188], [-0.28452, 0.31858, 1.31500], [1.28638, -1.10228, -0.26849], [0.84231, 0.06057, -1.49584], [2.90662, 0.88171, -0.35526]],
  "forces_ev_per_angstrom": [[0.0, -0.1, 0.0], [0.0, 0.0, 0.0], [0.0, 0.0, 0.0], [-0.1, 0.2, 0.3], [0.2, -0.2, -0.4], [-0.5, 0.8, -0.3], [0.5, -0.8, 0.4], [0.1, 0.0, -0.1], [0.0, 0.1, -0.1], [0.0, 0.1, 0.1], [-0.1, 0.0, -0.1], [0.0, 0.1, 0.0], [0.0, 0.0, 0.1], [-0.1, 0.0, 0.0]],
  "nbo_charge": [-0.59, -0.33, -0.50, 0.45, -0.51, 0.29, -0.32, 0.23, 0.21, 0.21, 0.27, 0.24, 0.24, 0.12]
}